(1)
A structure of composition C11H12BF2S3W. Source: the OMol25 dataset; level of theory: ωB97M-V/def2-TZVPD.

Geometry (Å):
W 1.17 0.37 0.64
S 4.13 3.74 0.18
C 3.05 2.57 0.33
S 1.44 2.69 1.07
S 3.23 0.90 -0.30
F 2.56 -0.99 3.14
B 2.02 -1.18 1.96
F 2.08 -2.37 1.37
C -1.42 -1.07 -2.61
C -0.75 -0.08 -1.69
C -0.78 1.34 -2.20
C 0.45 -0.54 -0.96
C -1.00 -0.27 -0.17
C -0.96 0.93 0.71
C -0.67 0.65 2.04
C -0.33 -0.68 2.37
C -1.08 -1.75 1.69
C -1.50 -1.52 0.45
H -0.99 -0.98 -3.61
H -2.49 -0.86 -2.70
H -1.29 -2.10 -2.29
H -0.33 1.38 -3.19
H -0.22 2.04 -1.57
H -1.81 1.69 -2.29
H 0.74 -1.59 -1.00
H -1.29 1.90 0.37
H -0.53 1.47 2.74
H 0.03 -0.86 3.37
H -1.32 -2.64 2.25
H -2.14 -2.18 -0.12

Output
ΔE to the lowest compared entry with this formula, charge and spin, kJ/mol: 110.9
Charge: +1
HOMO energy, eV: -12.172
Frontier orbital gap, eV: 6.882

---

(2)
A structure of composition C11H12BrClSc. Source: the OMol25 dataset; level of theory: ωB97M-V/def2-TZVPD.

Geometry (Å):
C -2.21 -0.51 0.23
C -2.26 -1.00 1.57
C -1.87 0.05 2.44
H -2.62 -2.02 1.81
C -1.52 1.20 1.64
C -1.75 0.84 0.27
H -1.70 1.49 -0.62
H -2.42 -1.15 -0.64
H -2.02 -0.01 3.50
H -1.35 2.21 1.99
Sc 0.05 -0.52 1.21
Br 0.35 -2.71 0.01
C 2.20 0.92 -2.03
C 1.15 1.72 -2.58
C 0.15 0.84 -3.11
H 1.14 2.80 -2.65
C 0.59 -0.49 -2.89
C 1.87 -0.44 -2.26
H 2.50 -1.29 -2.04
H 3.12 1.27 -1.59
H -0.74 1.14 -3.64
H 0.07 -1.39 -3.19
Cl 3.02 -0.27 2.35
C 1.51 -0.81 3.02
H 1.60 -1.84 3.45
H 1.16 -0.05 3.74

Output
ΔE to the lowest compared entry with this formula, charge and spin, kJ/mol: 180.6
Charge: -1
HOMO energy, eV: -2.858
Frontier orbital gap, eV: 5.313